1.
Formula: C40H45BClN8O6Ru
Source: the Open Molecules 2025 dataset
Level of theory: ωB97M-V with the def2-TZVPD basis set

Summary:
- Lowest unoccupied orbital energy (alpha / beta): 2.61 / 2.56 eV
- 2S+1: 5
- Highest occupied orbital energy (alpha / beta): -2.3 / -4.5 eV
- Total charge: -1

Last column: Mulliken spin population.
Element x y z (Å)
Ru (1.03, 1.24, 0.06)  1.939
Cl (0.38, 1.19, -2.09)  0.288
O (1.68, 1.11, -2.45)  -0.016
O (0.01, 0.93, -4.70)  0.036
O (-2.26, -0.97, 0.88)  -0.001
O (1.11, -1.75, -2.08)  0.019
O (-0.59, 1.56, -1.21)  0.121
O (-0.20, 3.78, -0.93)  0.086
N (-0.82, 1.54, 2.75)  -0.027
N (-0.26, -1.07, -0.29)  -0.031
N (2.26, 1.78, 1.63)  -0.062
N (0.68, -0.49, 2.67)  -0.020
N (1.72, 1.81, 2.88)  0.048
N (1.58, -0.74, 1.70)  0.044
N (-1.04, 1.62, 1.42)  0.072
N (-1.16, -1.90, -2.23)  -0.006
C (-2.02, -3.66, -0.77)  -0.001
C (3.41, 1.54, -4.00)  0.119
C (-0.36, 1.21, -3.39)  0.531
C (-4.66, -2.49, -1.09)  0.001
C (3.43, 2.41, 1.67)  0.006
C (-1.56, -6.31, -0.02)  0.000
C (-1.66, -5.98, -1.36)  0.000
C (3.65, 2.87, 2.97)  0.007
C (-2.96, 2.22, -0.06)  -0.041
C (-2.16, -2.20, -1.23)  0.006
C (2.53, -2.72, 0.55)  -0.008
C (-5.95, -2.19, -1.52)  0.000
C (0.11, -1.63, 3.10)  0.009
C (-6.15, -1.23, -2.50)  0.000
C (4.34, 2.51, 0.49)  0.045
C (3.80, 0.24, -1.96)  0.128
C (-0.93, -1.67, 4.16)  0.000
C (-3.56, -1.85, -1.65)  -0.026
C (-2.00, 1.97, 4.93)  0.000
C (-1.92, 1.91, 3.44)  -0.004
C (-1.89, -4.66, -1.73)  0.001
C (1.60, -2.05, 1.52)  0.000
C (-1.58, -1.30, -0.07)  0.021
C (1.14, 3.28, -0.52)  -0.022
C (-5.06, -0.58, -3.05)  0.006
C (-3.78, -0.88, -2.63)  0.027
C (5.03, -0.11, -2.44)  -0.046
C (5.50, 0.36, -3.68)  0.098
C (4.66, 1.18, -4.43)  -0.044
C (-1.72, -5.33, 0.94)  0.000
C (0.02, -1.56, -1.56)  0.199
C (0.71, 3.48, -1.94)  0.584
C (-2.89, 2.23, 2.52)  0.005
C (0.69, -2.67, 2.38)  0.004
C (2.94, 1.11, -2.71)  -0.010
C (2.55, 2.48, 3.70)  0.024
C (-1.94, -4.01, 0.57)  0.001
C (-2.29, 2.02, 1.26)  0.028
C (1.07, 4.47, -3.00)  0.070
C (2.25, 2.73, 5.14)  -0.004
B (0.47, 0.93, 3.28)  -0.001
H (2.25, 1.80, 5.71)  0.001
H (-1.65, -5.58, 1.99)  0.000
H (0.48, 4.30, -3.90)  0.012
H (-1.04, -2.52, -3.01)  0.001
H (0.48, -3.72, 2.46)  0.000
H (-1.98, -4.41, -2.78)  0.000
H (-1.88, 0.97, 5.37)  0.000
H (-1.40, 1.48, -3.49)  0.011
H (-1.22, -2.71, 4.37)  0.000
H (-2.92, -0.39, -3.08)  -0.018
H (0.88, 5.49, -2.65)  -0.008
H (0.87, 0.49, -4.73)  -0.007
H (-5.21, 0.17, -3.82)  0.000
H (4.92, 1.59, 0.38)  0.000
H (3.56, -2.40, 0.72)  0.000
H (3.40, -0.12, -1.02)  -0.006
H (-2.88, 1.33, -0.68)  0.027
H (2.76, 2.18, -4.59)  0.013
H (3.01, 3.40, 5.55)  0.000
H (-3.90, 2.56, 2.71)  0.002
H (-7.16, -1.00, -2.84)  0.000
H (1.72, 4.09, -0.07)  0.019
H (0.24, 0.04, -1.87)  -0.270
H (-1.55, -6.74, -2.12)  0.000
H (-1.37, -7.34, 0.27)  0.000
H (6.48, 0.08, -4.04)  0.011
H (-4.51, -3.23, -0.32)  0.000
H (4.99, 1.55, -5.40)  -0.002
H (-1.81, -1.12, 3.83)  0.000
H (-1.22, 2.61, 5.34)  0.000
H (2.26, -2.47, -0.47)  0.003
H (-4.02, 2.45, 0.09)  0.000
H (-0.56, -1.22, 5.08)  0.000
H (2.46, -3.80, 0.67)  0.000
H (5.03, 3.34, 0.62)  0.003
H (1.27, 3.19, 5.26)  0.001
H (3.77, 2.65, -0.43)  -0.002
H (5.65, -0.77, -1.84)  -0.001
H (-6.79, -2.71, -1.08)  0.000
H (-2.04, -3.24, 1.33)  -0.001
H (4.51, 3.42, 3.32)  0.000
H (-2.97, 2.36, 5.23)  0.000
H (2.13, 4.37, -3.25)  0.006
H (0.43, 0.85, 4.48)  -0.001
H (-2.50, 3.05, -0.61)  0.001

=====

2.
Formula: C40H45BaBr2Cl2N3O4S
Source: the Open Molecules 2025 dataset
Level of theory: ωB97M-V with the def2-TZVPD basis set

Summary:
- Lowest unoccupied orbital energy: 4.07 eV
- Highest occupied orbital energy: -2.3 eV
- Total charge: -2

Last column: Löwdin charge in e.
Element x y z (Å)
Ba (1.09, -0.55, -0.10)  1.670
Br (0.73, 2.04, -2.28)  0.623
Br (1.68, 3.03, 0.61)  0.615
Cl (4.02, 0.93, 2.60)  0.585
Cl (5.28, 3.47, 1.85)  0.454
S (4.10, 0.04, -1.36)  0.448
O (-4.24, 0.83, -1.63)  -0.026
O (-1.31, -1.36, 3.78)  0.004
O (2.12, -2.93, -0.86)  -0.179
O (1.45, -1.63, -2.52)  -0.199
N (0.58, -0.66, 2.64)  -0.038
N (-1.71, -0.11, 0.71)  0.089
N (-2.53, 2.12, -0.74)  0.068
C (-3.17, -1.46, -0.63)  -0.009
C (4.57, -1.36, -2.32)  -0.650
C (-3.69, 4.95, -2.86)  -0.063
C (-3.05, 3.33, -1.19)  -0.171
C (0.83, 3.22, 4.18)  -0.096
C (-3.01, 3.94, 1.25)  -0.374
C (4.07, -3.52, -3.32)  -0.053
C (-2.72, 5.12, 2.17)  -0.089
C (-3.91, 5.91, -1.89)  -0.108
C (-1.99, -2.45, 1.18)  -0.022
C (-1.45, -1.20, 1.45)  -0.303
C (3.69, -2.43, -2.57)  -0.187
C (-3.67, 5.59, -0.56)  -0.060
C (2.41, -2.80, 3.64)  -0.360
C (-0.68, -1.05, 2.76)  -0.579
C (-2.81, -2.59, 0.08)  -0.049
C (3.37, -2.65, 2.47)  -0.068
C (2.15, -1.47, 4.34)  -0.153
C (-1.96, 3.27, -4.66)  -0.088
C (5.35, -3.60, -3.86)  -0.131
C (5.18, 1.72, 1.53)  -1.015
C (-4.19, 3.14, 1.79)  -0.048
C (1.16, -3.59, 3.23)  -0.061
C (6.24, -2.55, -3.63)  -0.134
C (1.29, -0.48, 3.85)  -0.211
C (-2.62, -0.23, -0.28)  -0.175
C (2.31, -2.35, -1.96)  -0.819
C (-3.19, 1.01, -0.98)  -0.513
C (5.85, -1.46, -2.87)  -0.147
C (2.86, -1.23, 5.52)  -0.066
C (1.16, 0.74, 4.56)  -0.156
C (-3.24, 4.32, -0.19)  -0.138
C (2.73, -0.05, 6.22)  -0.105
C (-4.25, 2.26, -4.37)  -0.073
C (-2.96, 2.69, -3.66)  -0.380
C (0.24, 3.04, -0.69)  -1.029
C (-3.25, 3.67, -2.54)  -0.131
C (1.88, 0.93, 5.73)  -0.059
C (-1.12, 1.77, 4.79)  -0.046
C (0.23, 1.82, 4.06)  -0.373
H (-3.99, 2.77, 2.80)  0.069
H (2.96, -2.01, 1.69)  0.021
H (0.06, 4.06, -0.99)  0.008
H (-3.22, -3.56, -0.20)  0.103
H (1.41, -4.66, 3.18)  0.075
H (1.77, 1.86, 6.27)  0.100
H (-1.75, -3.28, 1.83)  0.115
H (0.91, 3.54, 5.23)  0.065
H (-3.86, 5.20, -3.90)  0.099
H (-5.09, 3.76, 1.83)  0.079
H (3.53, -2.01, 5.88)  0.101
H (0.81, -3.29, 2.25)  0.060
H (0.04, 1.63, 3.00)  0.102
H (7.24, -2.59, -4.04)  0.083
H (-3.60, 5.77, 2.29)  0.066
H (6.16, 1.30, 1.70)  0.024
H (-4.03, 1.54, -5.16)  0.073
H (-3.88, -1.47, -1.45)  0.109
H (-1.90, 5.74, 1.80)  0.079
H (-0.66, 2.57, -0.28)  -0.044
H (6.54, -0.65, -2.69)  0.082
H (-4.25, 6.90, -2.17)  0.085
H (-4.40, 2.28, 1.16)  0.073
H (0.20, 3.95, 3.66)  0.063
H (1.83, 3.27, 3.75)  0.053
H (3.36, -4.33, -3.47)  0.109
H (-1.57, 0.78, 4.70)  0.064
H (3.57, -3.61, 1.99)  0.084
H (-4.93, 1.81, -3.66)  0.063
H (-2.14, 3.27, 1.27)  0.118
H (-1.68, 2.51, -5.39)  0.075
H (-4.74, 3.13, -4.84)  0.068
H (-1.05, 3.61, -4.17)  0.041
H (2.93, -3.41, 4.39)  0.116
H (-2.45, 4.76, 3.17)  0.061
H (3.29, 0.12, 7.13)  0.087
H (-3.81, 6.35, 0.20)  0.091
H (4.87, 1.57, 0.50)  -0.084
H (0.34, -3.45, 3.94)  0.079
H (-2.52, 1.80, -3.21)  0.112
H (-1.81, 2.51, 4.38)  0.060
H (-0.98, 1.99, 5.86)  0.077
H (5.65, -4.46, -4.45)  0.079
H (4.32, -2.20, 2.78)  0.069
H (-2.39, 4.11, -5.21)  0.064

=====

3.
Formula: C40H45CaN5O2S4
Source: the Open Molecules 2025 dataset
Level of theory: ωB97M-V with the def2-TZVPD basis set

Summary:
- Lowest unoccupied orbital energy: 0.31 eV
- Highest occupied orbital energy: -7.3 eV

Last column: Löwdin charge in e.
Element x y z (Å)
Ca (0.57, -0.46, 0.92)  1.202
S (3.11, -1.67, 1.37)  0.537
S (-1.85, -2.46, 0.41)  0.840
S (-0.22, -0.96, -2.10)  0.864
S (0.83, -4.14, -0.96)  0.909
O (2.47, -1.46, 0.06)  -0.489
O (4.08, -0.67, 1.74)  -0.294
N (0.44, 2.43, 0.05)  0.063
N (1.86, -1.82, 2.32)  -0.256
N (-0.70, 3.72, -1.59)  0.137
N (0.78, -1.66, 4.31)  0.110
N (-1.51, 1.60, -0.85)  0.155
C (-0.68, 2.55, -0.83)  -0.387
C (-2.86, 6.26, -3.13)  -0.048
C (-2.70, 1.56, -1.60)  -0.275
C (-1.65, -4.25, 0.29)  -0.533
C (0.97, -3.52, -2.66)  -0.513
C (-0.56, 3.98, 3.30)  -0.072
C (0.01, 2.60, 1.46)  -0.291
C (1.96, -1.83, 3.71)  -0.390
C (-5.17, 1.25, -2.88)  -0.090
C (-0.30, 1.42, 2.12)  -0.210
C (3.29, -4.40, 1.38)  -0.082
C (-1.83, 4.53, -1.83)  -0.218
C (5.37, -3.19, 1.29)  -0.048
C (3.15, -2.02, 4.42)  -0.020
C (-4.00, 1.44, -3.61)  -0.051
C (-0.08, 3.88, 2.00)  -0.234
C (6.15, -6.91, 1.31)  -0.050
C (-4.04, 5.30, -1.28)  -0.069
C (-5.10, 1.21, -1.50)  -0.088
C (0.30, 5.14, 1.25)  -0.047
C (-1.55, 1.83, -3.87)  -0.047
C (-0.85, -4.80, -0.88)  -0.520
C (-0.92, 2.84, 4.01)  -0.108
C (-0.77, 1.59, 3.43)  -0.159
C (-1.74, -1.88, -2.39)  -0.476
C (6.06, -4.40, 1.28)  -0.035
C (0.75, -1.67, 5.64)  -0.153
C (-2.76, 1.60, -3.00)  -0.217
C (1.86, -1.85, 6.44)  -0.087
C (-1.76, 5.44, -2.90)  -0.222
C (3.09, -2.02, 5.80)  -0.075
C (5.38, -5.61, 1.32)  -0.268
C (-0.51, 5.56, -3.73)  -0.047
C (3.99, -5.60, 1.37)  -0.030
C (-2.95, 4.49, -1.01)  -0.020
C (-4.00, 6.18, -2.35)  -0.087
C (1.08, -2.01, -2.81)  -0.511
C (-2.63, -2.00, -1.15)  -0.507
C (-3.88, 1.35, -0.87)  -0.064
C (3.99, -3.20, 1.33)  -0.285
H (-6.11, 1.14, -3.39)  0.098
H (1.13, 3.14, -0.18)  0.097
H (6.87, -6.95, 2.12)  0.082
H (-2.82, 6.96, -3.96)  0.109
H (-1.49, -2.86, -2.78)  0.044
H (-0.23, -1.53, 6.09)  0.102
H (-1.67, 1.32, -4.83)  0.083
H (-0.50, 5.48, 0.59)  0.070
H (1.19, -1.78, -3.87)  0.078
H (-4.05, 1.46, -4.69)  0.111
H (-1.29, 2.94, 5.03)  0.092
H (-2.95, 3.82, -0.16)  0.117
H (-0.64, 1.48, -3.40)  0.038
H (-1.44, 2.90, -4.08)  0.061
H (5.48, -7.76, 1.41)  0.073
H (3.45, -6.53, 1.42)  0.113
H (-4.85, 6.81, -2.56)  0.100
H (-0.80, -5.89, -0.76)  0.074
H (0.28, 6.09, -3.18)  0.086
H (0.17, 4.23, -1.58)  0.128
H (-0.71, 6.13, -4.64)  0.079
H (4.10, -2.14, 3.92)  0.098
H (5.90, -2.25, 1.27)  0.114
H (-0.12, 4.58, -4.01)  0.067
H (1.20, 5.02, 0.65)  0.069
H (-2.64, -4.70, 0.30)  0.079
H (1.78, -1.84, 7.52)  0.095
H (-0.63, 4.96, 3.77)  0.102
H (-3.09, -1.04, -0.94)  0.044
H (0.50, 5.95, 1.96)  0.077
H (-3.80, 1.30, 0.21)  0.123
H (0.15, -3.93, -3.24)  0.066
H (-3.45, -2.70, -1.35)  0.091
H (2.21, -4.39, 1.45)  0.078
H (-6.00, 1.06, -0.91)  0.102
H (3.99, -2.16, 6.38)  0.106
H (-1.01, 0.71, 4.03)  0.066
H (-4.91, 5.24, -0.64)  0.106
H (-1.17, -4.52, 1.23)  0.075
H (1.88, -3.95, -3.08)  0.076
H (6.70, -7.03, 0.38)  0.083
H (-1.37, -4.62, -1.82)  0.062
H (1.99, -1.66, -2.31)  0.054
H (-2.32, -1.37, -3.16)  0.077
H (7.15, -4.39, 1.25)  0.116

=====

4.
Formula: C40H45F5N5O2P2S2Ti
Source: the Open Molecules 2025 dataset
Level of theory: ωB97M-V with the def2-TZVPD basis set

Summary:
- Lowest unoccupied orbital energy: -3.70 eV
- Highest occupied orbital energy: -10.2 eV
- Total charge: +1

Last column: Löwdin charge in e.
Element x y z (Å)
Ti (0.02, 0.13, -0.60)  0.792
S (0.72, -0.21, -3.07)  0.811
S (-1.69, -0.60, 2.24)  0.623
P (-0.23, 2.34, 0.86)  1.114
P (1.47, -2.02, -0.62)  1.064
F (-0.96, 1.92, -1.93)  -0.022
F (-1.56, 4.34, -2.97)  0.130
F (0.96, 3.26, -6.81)  0.147
F (-0.58, 5.03, -5.44)  0.144
F (1.54, 0.86, -5.77)  0.109
O (-0.43, -0.33, 2.87)  -0.326
O (-2.70, 0.43, 2.19)  -0.278
N (-1.79, -0.70, -1.44)  -0.029
N (-4.05, -5.18, 5.11)  0.125
N (1.83, 0.82, -0.47)  -0.160
N (-1.26, -0.94, 0.68)  -0.195
N (-3.46, -1.64, -0.05)  0.177
C (-2.26, -1.12, -0.26)  -0.489
C (-0.31, 3.84, -4.92)  -0.134
C (3.06, -1.24, -0.86)  -0.337
C (5.47, 0.10, -0.56)  -0.048
C (0.62, 2.74, 2.45)  -0.497
C (0.92, 3.08, -0.34)  -0.298
C (2.60, 2.59, -2.02)  -0.033
C (3.06, 0.14, -0.60)  -0.315
C (0.29, 1.31, -3.82)  -0.483
C (1.81, -2.90, 0.97)  -0.500
C (1.88, -3.35, -3.14)  -0.112
C (-3.51, -4.13, 4.44)  -0.309
C (4.28, 0.80, -0.43)  -0.023
C (-2.93, 2.74, -0.01)  -0.098
C (-2.55, -0.82, -2.53)  -0.093
C (2.35, -1.99, 2.06)  -0.077
C (1.19, -3.44, -1.78)  -0.514
C (1.81, 2.18, -0.94)  -0.329
C (0.77, 1.69, -5.08)  -0.230
C (-4.22, -1.74, -1.13)  -0.067
C (1.75, 4.83, -1.79)  -0.056
C (4.26, -1.93, -0.98)  -0.079
C (-1.87, 3.16, 1.01)  -0.520
C (0.92, 4.41, -0.76)  -0.056
C (0.64, -3.77, 1.43)  -0.094
C (-3.77, -2.23, 2.97)  -0.065
C (-0.30, -3.73, -1.95)  -0.105
C (0.48, 2.93, -5.62)  -0.134
C (-4.32, -3.28, 3.67)  -0.014
C (-1.59, -2.82, 3.80)  -0.074
C (-0.50, 2.24, -3.18)  -0.219
C (-3.82, -1.36, -2.41)  -0.011
C (-1.88, 4.67, 1.21)  -0.091
C (-0.81, 3.49, -3.67)  -0.146
C (5.47, -1.26, -0.86)  -0.062
C (-2.13, -3.87, 4.50)  -0.015
C (-2.39, -2.00, 3.01)  -0.303
C (1.93, 1.98, 2.59)  -0.090
C (2.57, 3.91, -2.43)  -0.045
C (-0.23, 2.65, 3.72)  -0.089
H (-3.91, 3.01, 0.39)  0.096
H (4.26, -2.99, -1.16)  0.114
H (1.90, -4.35, -3.57)  0.091
H (4.30, 1.85, -0.19)  0.121
H (3.23, 1.88, -2.53)  0.129
H (-4.40, -1.57, 2.40)  0.104
H (-0.27, -3.19, 1.54)  0.047
H (-2.84, 4.97, 1.63)  0.092
H (1.61, -1.28, 2.39)  0.043
H (-0.53, -2.61, 3.89)  0.107
H (-5.21, -2.16, -0.98)  0.124
H (-2.17, 2.69, 1.96)  0.072
H (-5.39, -3.44, 3.64)  0.116
H (3.19, 4.22, -3.26)  0.119
H (-2.81, 3.25, -0.96)  0.066
H (3.24, -1.45, 1.72)  0.078
H (6.41, 0.62, -0.43)  0.114
H (-5.05, -5.23, 5.23)  0.102
H (-4.47, -1.47, -3.26)  0.113
H (0.35, 3.06, 4.54)  0.091
H (0.88, -4.21, 2.40)  0.089
H (2.63, -3.57, 0.65)  0.112
H (-3.51, -5.65, 5.81)  0.102
H (-0.76, -2.93, -2.54)  0.053
H (1.75, 0.92, 2.73)  0.055
H (2.47, 2.35, 3.47)  0.092
H (-2.12, -0.49, -3.46)  0.113
H (0.87, 3.80, 2.29)  0.112
H (-1.50, -4.50, 5.12)  0.116
H (-0.42, -4.66, -2.50)  0.093
H (-1.15, 3.22, 3.65)  0.071
H (-2.94, 1.66, -0.17)  0.052
H (2.90, -2.99, -3.08)  0.064
H (-0.48, 1.62, 3.96)  0.061
H (1.74, 5.87, -2.10)  0.116
H (0.44, -4.59, 0.74)  0.075
H (-0.83, -3.81, -1.00)  0.068
H (0.28, 5.13, -0.28)  0.096
H (2.64, -2.60, 2.91)  0.094
H (1.34, -2.70, -3.82)  0.033
H (-1.77, 5.20, 0.26)  0.071
H (6.40, -1.80, -0.96)  0.111
H (1.65, -4.27, -1.22)  0.107
H (2.58, 2.11, 1.73)  0.061
H (-1.10, 5.02, 1.89)  0.074

=====

Energy relative to the best compared isomer or geometry (same formula, charge and spin): 19.269 0.115 1.384 0.937 (eV)